(1)
{
  "formula": "C36H41N8O2SZr",
  "method": "ωB97M-V/def2-TZVPD",
  "species": ["Zr", "C", "C", "C", "C", "C", "C", "C", "N", "N", "C", "C", "C", "C", "C", "C", "N", "C", "C", "C", "C", "C", "C", "N", "H", "H", "H", "H", "H", "H", "H", "H", "H", "H", "H", "H", "H", "H", "H", "H", "H", "H", "H", "H", "S", "C", "N", "N", "C", "C", "C", "C", "C", "C", "N", "N", "C", "C", "C", "C", "C", "C", "H", "H", "H", "H", "H", "H", "H", "H", "H", "H", "H", "C", "C", "O", "C", "C", "H", "H", "H", "H", "H", "H", "H", "H", "H", "H", "O"],
  "xyz": [[0.011, 0.725, 0.288], [-0.996, 3.420, 2.181], [0.212, 3.958, 1.434], [1.500, 3.337, 1.890], [2.631, 4.113, 2.077], [3.825, 3.525, 2.453], [3.852, 2.156, 2.638], [2.677, 1.452, 2.436], [1.530, 2.008, 2.085], [-1.451, 2.021, 1.832], [-1.701, 1.344, 3.130], [-2.054, -0.105, 2.987], [-2.829, -0.746, 3.942], [-3.055, -2.105, 3.810], [-2.518, -2.769, 2.719], [-1.781, -2.046, 1.799], [-1.544, -0.735, 1.932], [-2.778, 2.114, 1.162], [-2.627, 2.650, -0.224], [-3.500, 3.543, -0.819], [-3.258, 3.920, -2.130], [-2.150, 3.407, -2.788], [-1.317, 2.534, -2.113], [-1.564, 2.159, -0.857], [-1.845, 4.092, 2.045], [-0.752, 3.437, 3.242], [0.256, 5.029, 1.643], [0.121, 3.844, 0.352], [2.576, 5.181, 1.912], [4.712, 4.130, 2.590], [5.451, 1.090, 0.256], [2.684, 0.373, 2.492], [-2.519, 1.836, 3.668], [-0.790, 1.449, 3.719], [-3.237, -0.187, 4.774], [-3.645, -2.636, 4.545], [-2.680, -3.827, 2.567], [-1.370, -2.508, 0.912], [-3.449, 2.749, 1.749], [-3.206, 1.110, 1.121], [-4.346, 3.929, -0.266], [-3.921, 4.612, -2.632], [-1.924, 3.685, -3.807], [-0.421, 2.125, -2.559], [-1.422, -0.918, -1.261], [-0.283, -1.325, -2.522], [-0.601, -1.832, -3.671], [-1.869, -2.024, -3.932], [-2.290, -2.560, -5.158], [-1.381, -2.907, -6.151], [-1.851, -3.437, -7.341], [-3.211, -3.623, -7.552], [-4.109, -3.272, -6.554], [-3.654, -2.742, -5.359], [1.081, -1.161, -2.384], [1.510, -0.634, -1.331], [2.961, -0.579, -1.317], [3.729, -1.432, -2.111], [5.112, -1.380, -2.029], [5.744, -0.492, -1.174], [4.981, 0.352, -0.383], [3.594, 0.298, -0.448], [-2.560, -1.729, -3.249], [-0.324, -2.759, -5.982], [-1.143, -3.707, -8.114], [-3.566, -4.038, -8.485], [-5.171, -3.412, -6.704], [-4.355, -2.471, -4.577], [3.244, -2.133, -2.773], [5.702, -2.049, -2.642], [6.825, -0.459, -1.131], [4.728, 1.574, 2.892], [3.021, 0.989, 0.137], [1.064, -0.423, 4.564], [1.727, -1.594, 3.868], [1.401, -1.662, 2.465], [1.598, -3.029, 2.048], [1.406, -3.233, 0.572], [1.390, -0.402, 5.607], [-0.016, -0.564, 4.585], [1.329, 0.539, 4.116], [1.407, -2.520, 4.355], [2.819, -1.550, 3.971], [0.896, -3.655, 2.612], [2.606, -3.351, 2.336], [0.449, -2.858, 0.213], [1.432, -4.308, 0.376], [2.224, -2.798, 0.006], [1.019, 1.875, -0.576]],
  "spin_multiplicity": 1,
  "e_homo_ha": -0.3388,
  "total_charge": 1
}

---

(2)
{
  "formula": "C36H42AsFeN4O7Si2",
  "method": "ωB97M-V/def2-TZVPD",
  "species": ["Fe", "O", "C", "C", "C", "N", "C", "C", "C", "O", "O", "C", "O", "O", "H", "H", "H", "C", "C", "C", "C", "C", "C", "C", "C", "N", "C", "O", "C", "C", "C", "C", "C", "N", "C", "O", "N", "C", "C", "C", "C", "C", "C", "C", "C", "H", "H", "H", "H", "H", "H", "H", "H", "H", "H", "H", "H", "H", "H", "H", "H", "H", "H", "H", "H", "H", "C", "Si", "C", "C", "As", "Si", "C", "C", "C", "H", "H", "H", "H", "H", "H", "H", "H", "H", "H", "H", "H", "H", "H", "H", "H", "H", "H"],
  "xyz": [[0.004, -1.167, -0.273], [-3.747, -6.155, -0.604], [-2.937, -5.066, -0.428], [-1.617, -5.198, -0.021], [-0.864, -4.047, 0.115], [-1.374, -2.849, -0.125], [-2.645, -2.717, -0.485], [-3.475, -3.805, -0.656], [-3.085, -1.266, -0.644], [-4.261, -1.029, -0.918], [-2.143, -0.442, -0.419], [0.598, -4.028, 0.553], [1.105, -5.100, 0.888], [1.110, -2.870, 0.532], [-3.222, -6.944, -0.435], [-1.153, -6.156, 0.185], [-4.502, -3.663, -0.961], [0.814, -4.129, -2.956], [-0.318, -3.257, -3.414], [-1.371, -3.789, -4.150], [-2.408, -2.989, -4.608], [-2.379, -1.627, -4.350], [-1.342, -1.062, -3.615], [-1.292, 0.419, -3.370], [-0.327, -1.886, -3.110], [0.612, -1.336, -2.215], [1.906, -1.298, -2.547], [2.375, -1.562, -3.665], [2.829, -0.817, -1.442], [4.186, -0.899, -1.678], [5.069, -0.408, -0.685], [4.554, 0.153, 0.438], [3.140, 0.229, 0.622], [2.274, -0.316, -0.329], [2.681, 0.862, 1.821], [3.444, 1.141, 2.776], [1.320, 1.228, 1.952], [0.790, 1.260, 3.278], [0.176, 0.116, 3.801], [0.078, -1.141, 2.986], [-0.353, 0.159, 5.088], [-0.284, 1.315, 5.847], [0.348, 2.436, 5.331], [0.908, 2.417, 4.058], [1.672, 3.598, 3.539], [0.532, -5.183, -2.986], [1.688, -3.970, -3.592], [1.130, -3.877, -1.944], [-1.376, -4.855, -4.358], [-3.232, -3.423, -5.163], [-3.177, -0.987, -4.709], [-2.040, 0.931, -3.980], [-1.490, 0.652, -2.321], [-0.303, 0.814, -3.618], [4.525, -1.319, -2.612], [6.143, -0.470, -0.823], [5.182, 0.554, 1.221], [0.997, -1.354, 2.439], [-0.152, -1.999, 3.619], [-0.734, -1.057, 2.252], [-0.829, -0.729, 5.490], [-0.710, 1.340, 6.844], [0.430, 3.339, 5.927], [1.592, 4.446, 4.222], [2.718, 3.312, 3.419], [1.309, 3.900, 2.559], [-1.427, 4.286, 1.993], [-1.741, 2.568, 1.277], [-2.854, 2.713, -0.222], [-2.657, 1.569, 2.564], [0.141, 1.342, 0.493], [1.317, 2.925, -0.871], [2.320, 2.186, -2.259], [2.476, 3.996, 0.150], [0.068, 4.068, -1.710], [-2.390, 4.796, 2.104], [-0.792, 4.900, 1.352], [-0.965, 4.223, 2.978], [-3.768, 3.247, 0.057], [-3.121, 1.706, -0.551], [-2.393, 3.246, -1.052], [-3.649, 2.007, 2.708], [-2.138, 1.547, 3.522], [-2.791, 0.546, 2.200], [3.257, 1.769, -1.888], [2.551, 3.001, -2.956], [1.800, 1.401, -2.808], [3.043, 3.403, 0.870], [1.948, 4.786, 0.690], [3.187, 4.467, -0.537], [-0.562, 3.515, -2.411], [0.620, 4.821, -2.283], [-0.580, 4.587, -1.004]],
  "spin_multiplicity": 6,
  "s2": 8.779,
  "e_homo_ha": [0.0071, -0.0995],
  "total_charge": -2
}

---

(3)
{
  "formula": "C36H42Br2N3O7TeZr",
  "method": "ωB97M-V/def2-TZVPD",
  "species": ["Zr", "C", "C", "C", "O", "C", "O", "O", "H", "H", "H", "H", "H", "H", "H", "C", "C", "C", "C", "C", "C", "Br", "C", "C", "Br", "C", "O", "C", "N", "H", "H", "H", "H", "H", "H", "N", "C", "C", "O", "O", "H", "H", "H", "H", "C", "C", "O", "N", "Te", "C", "C", "C", "C", "C", "C", "C", "C", "C", "C", "C", "C", "C", "C", "C", "C", "C", "C", "H", "H", "H", "H", "H", "H", "H", "H", "H", "H", "H", "H", "H", "H", "H", "H", "H", "H", "H", "H", "H", "H", "H", "H", "H"],
  "xyz": [[1.250, 0.884, -1.246], [-1.399, -1.091, -3.696], [-0.109, -0.303, -3.838], [0.486, -0.403, -5.221], [0.843, -0.822, -2.828], [-0.467, 1.167, -3.509], [-0.812, 1.938, -4.363], [-0.410, 1.437, -2.207], [-1.184, -2.161, -3.718], [-2.062, -0.836, -4.525], [-1.909, -0.850, -2.762], [0.631, -1.451, -5.493], [1.438, 0.131, -5.278], [-0.191, 0.066, -5.929], [1.724, -0.662, -3.212], [5.525, 1.535, -3.366], [5.477, 0.249, -2.585], [6.477, -0.738, -2.774], [6.511, -1.830, -1.964], [5.529, -1.981, -0.954], [5.538, -2.972, 0.056], [6.879, -4.310, 0.075], [4.609, -2.963, 1.045], [3.559, -2.021, 1.013], [2.330, -1.970, 2.442], [3.404, -1.128, -0.017], [2.328, -0.338, -0.126], [4.490, -1.027, -0.943], [4.502, 0.076, -1.730], [6.557, 1.828, -3.561], [5.029, 2.330, -2.812], [5.010, 1.430, -4.324], [7.222, -0.598, -3.551], [7.289, -2.575, -2.069], [4.664, -3.672, 1.861], [1.811, 3.238, -1.377], [1.674, 3.587, -2.818], [2.212, 2.442, -3.657], [2.539, 2.584, -4.805], [2.270, 1.307, -2.975], [1.208, 3.822, -0.816], [2.762, 3.411, -1.091], [2.189, 4.496, -3.106], [0.621, 3.694, -3.060], [1.952, 2.969, 1.726], [0.541, 2.600, 1.305], [-0.386, 3.289, 1.736], [0.418, 1.474, 0.540], [-1.808, 0.926, 0.435], [-3.814, 0.767, 1.412], [-4.306, 1.809, 2.197], [-3.566, 3.115, 2.418], [-5.562, 1.670, 2.794], [-6.346, 0.547, 2.596], [-7.707, 0.411, 3.240], [-5.859, -0.451, 1.754], [-4.610, -0.368, 1.149], [-4.209, -1.498, 0.224], [-1.315, -0.717, 1.725], [-0.901, -1.954, 1.210], [-0.541, -2.201, -0.232], [-0.757, -3.037, 2.074], [-0.962, -2.922, 3.437], [-0.768, -4.100, 4.363], [-1.280, -1.665, 3.940], [-1.459, -0.558, 3.120], [-1.761, 0.762, 3.803], [2.056, 2.684, 2.774], [2.098, 4.047, 1.663], [2.709, 2.434, 1.162], [-2.589, 3.135, 1.945], [-3.424, 3.307, 3.486], [-4.152, 3.945, 2.016], [-5.933, 2.478, 3.423], [-7.904, 1.234, 3.928], [-7.784, -0.527, 3.795], [-8.495, 0.408, 2.482], [-6.479, -1.324, 1.552], [-5.093, -2.050, -0.098], [-3.540, -2.196, 0.726], [-3.699, -1.130, -0.669], [-0.701, -1.324, -0.840], [-1.135, -3.008, -0.664], [0.507, -2.487, -0.309], [-0.445, -3.996, 1.661], [-0.723, -5.036, 3.805], [-1.579, -4.167, 5.092], [0.169, -3.997, 4.921], [-1.386, -1.536, 5.017], [-1.162, 0.851, 4.712], [-2.815, 0.817, 4.091], [-1.540, 1.621, 3.176]],
  "spin_multiplicity": 2,
  "s2": 0.757,
  "e_homo_ha": [-0.2700, -0.2985]
}

---

(4)
{
  "formula": "C36H42F21MgO19",
  "method": "ωB97M-V/def2-TZVPD",
  "species": ["Mg", "C", "C", "C", "O", "C", "C", "C", "O", "O", "O", "H", "H", "C", "C", "O", "H", "H", "H", "H", "H", "C", "C", "O", "C", "O", "C", "F", "F", "F", "H", "H", "H", "H", "H", "C", "C", "O", "C", "O", "C", "F", "F", "F", "H", "H", "H", "H", "H", "C", "C", "O", "C", "O", "C", "F", "F", "F", "H", "H", "H", "H", "H", "C", "C", "O", "C", "O", "C", "F", "F", "F", "H", "H", "H", "H", "H", "C", "C", "O", "C", "O", "C", "F", "F", "F", "H", "H", "H", "H", "H", "C", "C", "O", "C", "O", "C", "F", "F", "F", "H", "H", "H", "H", "H", "C", "C", "O", "C", "O", "C", "F", "F", "F", "H", "H", "H", "H", "H"],
  "xyz": [[0.309, -0.137, -3.225], [1.019, 1.200, -7.086], [0.913, 0.817, -5.779], [2.014, 1.240, -4.769], [1.990, 0.616, -3.647], [2.931, 2.183, -5.132], [3.092, 2.564, -6.502], [2.130, 1.955, -7.552], [2.305, 2.245, -8.722], [3.983, 3.307, -6.859], [0.040, 0.042, -5.257], [0.226, 1.011, -7.801], [3.547, 2.690, -4.399], [0.751, -0.063, 1.119], [0.160, -0.793, -0.065], [0.417, -0.264, -1.298], [0.434, -0.552, 2.049], [0.534, 0.999, 1.204], [1.842, -0.191, 1.122], [-0.956, -0.705, 0.046], [0.295, -1.887, 0.033], [-0.890, -4.693, 0.212], [-0.616, -6.163, 0.103], [-0.591, -6.710, 1.412], [-0.950, -7.946, 1.635], [-1.226, -8.757, 0.792], [-0.955, -8.323, 3.127], [-0.737, -7.249, 3.898], [-2.169, -8.785, 3.467], [-0.073, -9.279, 3.367], [-0.160, -4.107, 0.755], [-1.872, -4.574, 0.688], [-1.112, -4.269, -0.769], [0.347, -6.303, -0.401], [-1.303, -6.726, -0.529], [1.839, 3.516, -0.472], [1.597, 4.985, -0.659], [0.229, 5.316, -0.378], [-0.113, 6.577, -0.439], [0.553, 7.480, -0.856], [-1.607, 6.764, -0.091], [-2.097, 5.766, 0.649], [-1.767, 7.898, 0.594], [-2.314, 6.842, -1.222], [1.383, 3.157, 0.454], [2.898, 3.263, -0.458], [1.418, 2.844, -1.223], [1.814, 5.293, -1.687], [2.289, 5.572, -0.051], [-3.865, -1.545, 2.105], [-3.103, -0.762, 3.152], [-2.535, -1.633, 4.159], [-3.076, -1.628, 5.360], [-4.023, -1.000, 5.719], [-2.331, -2.547, 6.347], [-3.175, -3.117, 7.196], [-1.614, -3.486, 5.741], [-1.490, -1.783, 7.075], [-4.355, -2.400, 2.580], [-3.199, -2.002, 1.375], [-4.633, -0.910, 1.672], [-3.687, 0.020, 3.632], [-2.222, -0.271, 2.734], [-2.350, 6.755, 5.360], [-2.885, 5.860, 4.263], [-1.856, 5.053, 3.713], [-1.584, 3.856, 4.191], [-2.032, 3.382, 5.186], [-0.518, 3.152, 3.344], [-1.113, 2.193, 2.614], [0.113, 3.950, 2.485], [0.411, 2.577, 4.096], [-2.300, 6.235, 6.319], [-3.053, 7.557, 5.598], [-1.379, 7.139, 5.058], [-3.352, 6.438, 3.468], [-3.694, 5.226, 4.639], [1.142, -3.822, 3.701], [2.176, -3.698, 2.596], [3.033, -2.593, 2.785], [3.926, -2.361, 1.829], [4.064, -3.040, 0.860], [4.820, -1.149, 2.134], [4.786, -0.261, 1.154], [4.523, -0.559, 3.284], [6.083, -1.626, 2.223], [0.486, -2.951, 3.726], [1.681, -4.035, 4.617], [0.492, -4.636, 3.373], [1.769, -3.710, 1.582], [2.723, -4.651, 2.603], [-3.028, 1.884, 0.060], [-1.811, 1.706, -0.817], [-1.737, 2.832, -1.695], [-1.106, 2.742, -2.805], [-0.593, 1.763, -3.268], [-1.134, 4.054, -3.640], [-1.728, 3.755, -4.798], [-1.845, 5.016, -3.037], [0.083, 4.505, -3.855], [-3.062, 1.059, 0.773], [-3.936, 1.758, -0.536], [-3.035, 2.867, 0.525], [-1.821, 0.766, -1.377], [-0.900, 1.588, -0.226], [2.160, -2.972, -7.279], [1.964, -2.152, -6.036], [2.485, -2.893, -4.897], [1.898, -2.837, -3.745], [0.933, -2.189, -3.429], [2.679, -3.721, -2.730], [3.287, -4.747, -3.347], [3.639, -2.968, -2.188], [1.894, -4.211, -1.778], [3.201, -3.074, -7.587], [1.713, -2.422, -8.113], [1.663, -3.941, -7.239], [0.950, -1.788, -5.893], [2.592, -1.260, -6.087]],
  "spin_multiplicity": 1,
  "e_homo_ha": -0.1696,
  "total_charge": -1
}

---

(5)
{
  "formula": "C36H43As2IrN4O12PTe",
  "method": "ωB97M-V/def2-TZVPD",
  "species": ["Ir", "O", "C", "N", "C", "C", "C", "C", "C", "C", "N", "C", "C", "C", "C", "C", "N", "H", "H", "H", "H", "H", "H", "H", "H", "H", "H", "C", "O", "C", "O", "C", "C", "As", "C", "C", "C", "As", "C", "C", "O", "O", "C", "C", "O", "O", "C", "C", "O", "O", "C", "H", "H", "H", "H", "H", "H", "H", "H", "H", "H", "H", "H", "H", "H", "H", "H", "H", "H", "C", "C", "O", "P", "O", "Te", "O", "C", "C", "H", "H", "H", "H", "H", "H", "H", "H", "H", "H", "N", "C", "C", "C", "C", "C", "C", "H", "H", "H", "H", "H"],
  "xyz": [[0.182, -2.059, -1.477], [-0.213, -0.747, -5.371], [-0.252, -1.045, -4.176], [0.632, -1.735, -3.458], [1.644, -2.462, -4.175], [1.551, -3.939, -3.856], [2.381, -4.858, -4.497], [2.284, -6.192, -4.163], [1.365, -6.580, -3.193], [0.586, -5.600, -2.608], [0.673, -4.314, -2.935], [-1.487, -0.717, -3.368], [-2.537, -0.001, -3.910], [-3.706, 0.128, -3.180], [-3.783, -0.474, -1.934], [-2.681, -1.142, -1.430], [-1.552, -1.252, -2.134], [2.653, -2.124, -3.910], [1.522, -2.316, -5.252], [3.106, -4.510, -5.221], [2.928, -6.923, -4.633], [1.263, -7.613, -2.891], [-0.139, -5.845, -1.838], [-2.409, 0.407, -4.902], [-4.548, 0.678, -3.583], [-4.682, -0.418, -1.338], [-2.650, -1.587, -0.444], [-5.171, 0.711, 1.597], [-3.754, 0.797, 1.433], [-3.100, 1.453, 2.415], [-3.680, 1.942, 3.360], [-1.617, 1.389, 2.261], [-0.863, 2.184, 3.074], [-1.565, 3.996, 3.273], [0.102, 5.024, 3.047], [-1.906, 4.070, 1.273], [-1.659, 3.178, 0.308], [-1.071, 1.209, 0.367], [0.832, 1.620, 0.285], [-1.674, 3.556, -1.145], [-0.650, 3.788, -1.726], [-2.834, 3.540, -1.834], [-4.045, 3.169, -1.191], [-2.348, 5.456, 0.901], [-1.668, 6.226, 0.281], [-3.545, 5.886, 1.367], [-4.424, 5.043, 2.111], [0.532, 1.761, 3.380], [1.006, 0.696, 3.068], [1.158, 2.631, 4.202], [2.451, 2.220, 4.646], [-5.578, 0.464, 0.620], [-5.578, 1.656, 1.955], [-5.412, -0.077, 2.310], [0.584, 5.141, 4.013], [-0.195, 6.001, 2.664], [0.783, 4.560, 2.339], [1.164, 2.369, 0.999], [0.974, 1.996, -0.729], [1.379, 0.687, 0.406], [-4.743, 2.936, -1.993], [-4.441, 4.000, -0.606], [-3.911, 2.287, -0.562], [-5.434, 5.305, 1.798], [-4.304, 5.234, 3.176], [-4.244, 3.987, 1.919], [2.708, 2.883, 5.468], [3.175, 2.323, 3.836], [2.430, 1.182, 4.976], [4.060, -0.142, 1.909], [3.354, -1.430, 1.544], [4.086, -2.103, 0.504], [3.479, -2.201, -0.977], [2.068, -2.731, -0.875], [5.064, -3.378, -2.255], [3.278, -0.674, -1.457], [4.334, 0.152, -1.942], [3.707, 1.299, -2.705], [3.503, 0.372, 2.690], [4.124, 0.517, 1.042], [5.072, -0.349, 2.262], [2.321, -1.258, 1.233], [3.330, -2.118, 2.391], [4.989, -0.448, -2.579], [4.923, 0.510, -1.091], [3.106, 0.917, -3.530], [4.482, 1.952, -3.109], [3.060, 1.890, -2.057], [-0.439, -2.125, 0.248], [0.040, -2.828, 1.334], [0.581, -4.122, 1.232], [1.004, -4.796, 2.362], [0.926, -4.198, 3.616], [0.396, -2.919, 3.732], [-0.063, -2.249, 2.612], [0.676, -4.565, 0.250], [1.424, -5.790, 2.262], [1.277, -4.726, 4.494], [0.330, -2.443, 4.703], [-0.482, -1.254, 2.692]],
  "spin_multiplicity": 1,
  "e_homo_ha": [-0.1571, -0.1561],
  "total_charge": -1
}